(1)
The following is a quantum chemistry calculation of a molecular structure, C9H18N2O4 in a non-equilibrium geometry, from the OMol25 dataset.

Each line ends with the Mulliken charge.
Atoms and positions in Å:
C 0.30599 -0.40527 -1.66322  -0.2927
C -1.00397 -0.87559 -0.79882  0.4077
C 0.28180 -1.09366 -3.10890  0.3002
C 0.45016 -2.63052 -2.99866  -1.2341
C 0.08460 0.70722 1.02939  -0.0767
C 1.41869 -0.00987 1.72536  0.2462
C -0.77582 1.44680 2.13972  0.2138
C 0.11452 2.40681 3.12650  -0.7976
C -1.89121 2.40520 1.60570  -1.6307
H 1.63520 -1.95902 -1.17246  0.2804
H 2.21881 -0.41075 -1.17412  0.2451
H 0.31140 0.83335 -1.44239  0.1669
H 1.08250 -0.78431 -3.77110  0.4899
H -1.67554 -1.13865 -3.05463  0.4033
H 1.64430 -2.92244 -3.37119  0.2141
H 0.13918 -3.07748 -2.02284  0.4064
H -0.38098 -3.16564 -3.84478  0.2995
H -1.48785 -0.91263 1.18503  0.2893
H 0.28354 1.45822 0.12956  0.2043
H -1.29253 0.79416 2.82349  0.3746
H 1.19370 2.64314 2.44482  0.2395
H -0.68756 3.46265 3.37762  0.2669
H 0.61279 1.63000 4.10585  0.2083
H -1.43316 3.20356 1.00414  0.3904
H -2.53563 1.89055 0.70422  0.2464
H -2.54028 2.67844 2.42620  0.4907
H 2.44757 -1.64495 1.90722  0.3865
N 1.43602 -0.95086 -0.86137  -0.4083
N -0.98446 -0.28400 0.42667  -0.0414
O -1.83068 -1.70316 -1.02688  -0.6542
O -0.92199 -1.04124 -3.84726  -0.6304
O 2.23919 0.83196 2.10787  -0.5587
O 1.54171 -1.38201 1.88926  -0.4454

Results
* F_max: 5.25 eV Å⁻¹
* LUMO energy: 0.4 eV
* HOMO: -0.3509 Ha
* gap between HOMO and LUMO: 9.948 eV
* charge: 0
* energy: -20788.907 eV
* ΔE to the lowest compared entry with this formula, charge and spin: 190.3 kcal per mole



(2)
The following is a quantum chemistry calculation of C9H18N2OSi in the gas phase in a non-equilibrium geometry, from the OMol25 dataset.

Each line ends with the Mulliken charge.
Atoms and positions in Å:
C 1.85862 -2.94200 0.18443  -1.4450
C 0.43435 -2.49900 0.47805  -0.2602
O -0.00882 -1.37527 -0.29540  -0.2262
C -0.06574 -0.18185 0.39969  -0.3127
N 1.10716 0.68833 0.06617  0.5940
C 1.92050 0.31889 -1.00512  -0.4543
C 3.12998 1.00409 -0.83951  -0.5583
N 3.06464 1.80299 0.27356  -0.6650
C 1.86636 1.62233 0.77822  -0.2531
Si -1.72311 0.64303 -0.02849  0.4216
C -1.41625 1.24959 -1.89248  -0.9752
C -1.76801 2.35727 0.90828  -1.2237
C -3.10256 -0.57563 0.38226  -1.2359
H 2.36783 -2.06569 0.46263  0.3604
H 2.08745 -3.60369 0.94962  0.4518
H 1.96803 -3.45270 -0.69158  0.3603
H 0.52155 -2.24321 1.55470  0.2932
H -0.36656 -3.19977 0.23307  0.4368
H 0.11798 -0.20747 1.57341  0.4071
H 1.64839 -0.20521 -1.87990  0.4454
H 3.91333 0.99124 -1.55696  0.4178
H 1.46889 2.09415 1.59777  0.4256
H -0.48610 0.73388 -2.12685  0.1806
H -2.16544 1.21004 -2.70558  0.4103
H -1.02374 2.28068 -1.85621  0.2722
H -2.64827 2.37486 1.55633  0.3779
H -1.04391 2.35063 1.68722  0.3501
H -1.64739 3.28407 0.37082  0.3204
H -3.91024 -0.25452 1.03894  0.3774
H -3.48920 -0.88127 -0.53095  0.3318
H -2.60971 -1.31879 0.91385  0.3748

Results
* F_max: 3.17 eV Å⁻¹
* LUMO energy: 0.8 eV
* HOMO: -0.3089 Ha
* SMILES string: CCO[C@@H](n1ccnc1)[Si](C)(C)C
* gap between HOMO and LUMO: 9.164 eV
* charge: 0
* energy: -22528.541 eV
* ΔE to the lowest compared entry with this formula, charge and spin: 9.8 kcal per mole



(3)
The following is a quantum chemistry calculation of 2 unconnected molecules or ions with the total composition C9H18N3O in a non-equilibrium geometry, from the OMol25 dataset.

Each line ends with the Mulliken charge.
Atoms and positions in Å:
C 0.12034 4.20606 -0.11590  -0.0870
C -0.26917 2.28959 1.19078  0.7875
C 0.34401 3.54481 1.04128  -0.6085
C -1.07553 2.58062 -1.09606  0.4622
C -0.21007 -1.90940 1.20497  -1.5931
C 1.53624 -3.10029 -0.16264  -1.6308
C -0.61209 -2.92332 -1.18162  -1.8417
C 0.63884 -0.79137 -0.77945  -1.5302
C 0.35080 -2.18314 -0.22792  1.9062
N -0.47751 3.76106 -1.16620  -0.5613
N -1.05692 1.91698 0.13892  -0.0469
N -0.02555 1.49854 2.25452  -0.3467
O -1.69799 2.00209 -2.05540  -0.4295
H 0.44582 5.28738 -0.08773  0.3483
H -0.25426 -0.12085 -0.79957  0.0555
H 0.88439 4.11551 1.75715  0.3767
H -0.56495 -2.89624 1.72695  0.3162
H -0.97765 -1.22641 1.07294  0.4086
H 0.46391 -1.47480 1.88427  0.3610
H 1.88848 -3.02549 -1.15721  0.5048
H 2.45373 -2.75468 0.44965  0.2947
H 1.37893 -4.17548 -0.10633  0.3890
H -1.59898 -2.51292 -1.29977  0.3823
H -0.75831 -3.85855 -0.67561  0.4624
H -0.17346 -3.07676 -2.10471  0.4759
H 1.49194 -0.30876 -0.27206  0.3981
H 0.89802 -0.79379 -1.78294  0.5529
H -1.66107 1.12804 0.04946  0.3643
H 0.68024 1.84996 2.76449  0.1673
H -0.49817 0.65943 2.51911  0.2479
H -1.66403 2.29220 -2.98340  0.4136

Results
* F_max: 4.19 eV Å⁻¹
* LUMO energy: -3.9 eV
* HOMO: -0.5024 Ha
* gap between HOMO and LUMO: 9.804 eV
* charge: +1
* energy: -16135.586 eV
* ΔE to the lowest compared entry with this formula, charge and spin: 0.0 kcal per mole



(4)
The following is a quantum chemistry calculation of a gas-phase ion, C9H18N3O2 (charge +1) in a non-equilibrium geometry, from the OMol25 dataset.

Each line ends with the Mulliken charge.
Atoms and positions in Å:
C 1.17101 1.42059 0.40603  -0.0899
C -3.47636 -0.10169 0.13625  -0.5385
C -2.70310 0.55822 1.23190  -0.9493
C -2.56323 -0.19636 -1.09120  -0.0073
C -0.90849 0.01171 -0.26511  0.6701
C 1.79109 -1.57345 0.76464  -1.4327
C 3.04127 -0.54192 -1.17281  -1.5998
C 0.70017 0.38114 -0.54095  -0.3681
C 1.60933 -0.83033 -0.59378  0.6425
N -1.42373 -1.17402 -0.96751  -0.5148
N 2.20655 2.18376 0.02900  -0.2334
N -1.29023 0.05023 1.17440  -0.5262
O 0.61514 1.58949 1.55150  -0.5456
O -1.59814 0.93520 -0.90065  -0.6547
H -3.76710 -1.12971 0.40387  0.2867
H -4.32667 0.51140 -0.13178  0.3546
H -2.73157 1.57296 1.01862  0.3574
H -3.11562 0.50694 2.19677  0.5558
H -3.12201 -0.06505 -2.12652  0.3661
H 1.96741 -0.87535 1.61124  0.2225
H 2.65197 -2.09295 0.64473  0.6545
H 0.89317 -2.24243 1.00542  0.2168
H 3.89489 -0.15138 -0.50359  0.2992
H 2.98725 0.26777 -1.90362  0.5335
H 3.33661 -1.37519 -1.87872  0.3597
H 0.80856 0.89952 -1.50524  0.5717
H 1.14604 -1.41442 -1.31364  0.5548
H -1.56782 -2.01306 -0.40695  0.3456
H 2.62179 2.12783 -0.91661  0.2525
H 2.53097 2.85722 0.69652  0.2947
H -0.05899 0.77448 1.76983  0.5520
H -1.32019 -0.87112 1.57796  0.3697

Results
* F_max: 5.86 eV Å⁻¹
* LUMO energy: -2.8 eV
* HOMO: -0.4885 Ha
* gap between HOMO and LUMO: 10.493 eV
* charge: +1
* energy: -18182.118 eV
* ΔE to the lowest compared entry with this formula, charge and spin: 8.2 kcal per mole



(5)
The following is a quantum chemistry calculation of 3 unconnected molecules or ions with the total composition C9H18N3O5S in a non-equilibrium geometry, from the OMol25 dataset.

Each line ends with the Mulliken charge.
Atoms and positions in Å:
N 0.05451 -0.01188 3.90469  -0.2662
C 0.77616 -0.28059 2.83381  0.3513
N 0.11700 -0.94597 1.84180  -0.1596
O 0.47489 -0.49219 0.56022  -0.2287
N 2.10385 0.10918 2.81524  -0.3589
S 3.18046 -1.22674 2.53490  -0.0680
H -0.87826 0.36771 3.81119  0.2713
H 0.43702 -0.16833 4.82938  0.2850
H 0.26511 -1.95346 1.84052  0.3655
H 0.79935 0.42061 0.64284  0.1833
H 2.32219 0.90430 2.21750  0.3565
H 3.10723 -1.30045 1.19371  0.1772
O 0.65915 2.78957 0.26195  -0.6041
C 1.43106 2.65601 -0.65080  0.6474
O 2.47339 1.80115 -0.53908  -0.3297
C 3.30392 1.86383 -1.72934  -0.4311
C 2.38523 2.42102 -2.80979  -0.5064
C 1.45065 3.32687 -2.00211  -0.4823
H 4.14663 2.52135 -1.51537  0.2662
H 3.67716 0.86625 -1.94172  0.3263
H 2.92746 2.93104 -3.60122  0.3549
H 1.81126 1.61140 -3.26112  0.2708
H 1.85138 4.33440 -1.87805  0.2830
H 0.44583 3.38277 -2.41042  0.3114
O -4.92231 -3.99713 -1.46485  -0.5241
C -4.10753 -3.22329 -1.07652  0.4004
O -2.77130 -3.39878 -1.30133  -0.3712
C -2.01514 -2.38488 -0.64147  -0.1265
C -2.98347 -1.22200 -0.43490  -0.3918
C -4.31374 -1.95340 -0.26553  -0.3934
H -1.65105 -2.79298 0.30837  0.0772
H -1.16335 -2.12503 -1.26586  0.2312
H -2.71071 -0.58163 0.40209  0.2298
H -3.01350 -0.60645 -1.33427  0.2884
H -4.50201 -2.24087 0.77032  0.2610
H -5.16851 -1.40142 -0.64477  0.3040

Results
* F_max: 1.54 eV Å⁻¹
* LUMO energy: -5.4 eV
* HOMO: -0.4492 Ha
* gap between HOMO and LUMO: 6.838 eV
* charge: +1
* energy: -35158.890 eV



(6)
The following is a quantum chemistry calculation of 3 unconnected molecules or ions with the total composition C9H18N5 in a non-equilibrium geometry, from the OMol25 dataset.

Each line ends with the Mulliken charge.
Atoms and positions in Å:
C -2.45258 -0.52389 -1.33923  -0.4397
C -2.21078 0.04209 -0.10577  -0.5641
C -0.19956 -0.29203 -1.89246  -0.3429
C -1.44590 -0.77248 -2.24951  0.8114
C -0.91505 0.35347 0.18420  0.4177
C -1.72455 -1.27479 -3.57787  -1.5471
C -2.15139 2.95429 1.47854  -0.9572
C -1.49491 1.76545 2.19518  -0.7630
C 0.73214 1.13549 1.55530  0.7727
N 0.08495 0.24901 -0.69122  -0.5178
N 1.89378 1.14932 1.80521  -0.8016
N 3.16191 -0.47000 0.13321  -0.5146
N -0.55764 1.04843 1.36900  -0.0269
N 3.99125 -2.60925 1.41642  -0.8818
H -3.45443 -0.76992 -1.80034  0.2950
H -3.04480 -0.08445 0.55419  0.4574
H 0.61753 -0.54378 -2.64593  0.2418
H -2.76718 -1.18105 -3.93443  0.3816
H -1.10544 -0.87415 -4.26656  0.4444
H -1.51177 -2.35420 -3.51084  0.3138
H -2.99192 2.70585 0.78967  0.3316
H -2.57593 3.67618 2.31737  0.3335
H -1.29885 3.49659 0.96318  0.2957
H -0.88694 2.01190 3.05076  0.4987
H -2.25026 1.15241 2.51376  0.3776
H 2.30657 -0.39260 -0.53461  0.2497
H 4.25645 -1.99681 2.20599  0.2895
H 3.45749 -1.52866 0.33631  0.5493
H 3.04100 -0.05118 1.04734  0.3615
H 4.68683 -3.40146 1.22032  0.2510
H 3.01882 -2.90130 1.65625  0.3060
H 3.79119 0.28151 -0.24346  0.3768

Results
* F_max: 4.57 eV Å⁻¹
* LUMO energy: -2.6 eV
* HOMO: -0.4349 Ha
* gap between HOMO and LUMO: 9.223 eV
* charge: +1
* energy: -17068.281 eV
* ΔE to the lowest compared entry with this formula, charge and spin: 9.4 kcal per mole



(7)
The following is a quantum chemistry calculation of a gas-phase ion, C9H18NO (charge +1) in a non-equilibrium geometry, from the OMol25 dataset.

Each line ends with the Mulliken charge.
Atoms and positions in Å:
C 1.68943 1.16151 -0.14368  0.8159
C 1.88770 2.04996 -1.05817  -0.9380
C 2.06294 -0.83834 0.84737  -0.5827
C 0.71193 -1.27346 0.16836  0.5734
C 0.97992 -2.31903 -0.90760  -1.7376
C -2.31262 -0.58725 -0.14881  -1.6096
C -1.05785 0.56088 1.72063  -1.5979
C -1.49860 1.76130 -0.41762  -1.7022
C -1.19580 0.40259 0.20934  1.0424
N 0.06982 -0.09728 -0.38820  0.0732
O 2.10997 0.57516 0.89659  -0.2944
H 2.83053 2.58307 -1.07993  0.3150
H 1.15105 2.36357 -1.77322  0.2998
H 2.14759 -1.18945 1.87756  0.2763
H 2.90643 -1.21841 0.26248  0.3893
H 0.07696 -1.70053 0.94761  0.2170
H 1.64247 -1.92710 -1.67698  0.4303
H 0.04771 -2.63443 -1.37248  0.4033
H 1.44571 -3.19654 -0.46639  0.4521
H -3.25830 -0.22280 0.24278  0.4628
H -2.40327 -0.68636 -1.22886  0.4077
H -2.13676 -1.57447 0.27253  0.3534
H -0.22934 1.22116 1.96725  0.3729
H -0.92420 -0.38927 2.22833  0.3492
H -1.96359 1.01429 2.11559  0.4897
H -0.71090 2.47799 -0.19356  0.4096
H -1.62018 1.68158 -1.49691  0.3967
H -2.42303 2.15265 -0.00336  0.4477
H -0.02572 -0.15099 -1.40066  0.4846

Results
* F_max: 2.75 eV Å⁻¹
* LUMO energy: -3.4 eV
* HOMO: -0.5270 Ha
* gap between HOMO and LUMO: 10.973 eV
* charge: +1
* energy: -13154.383 eV
* ΔE to the lowest compared entry with this formula, charge and spin: 4.0 kcal per mole



(8)
The following is a quantum chemistry calculation of a molecular structure, C9H18NORb in a non-equilibrium geometry, from the OMol25 dataset.

Each line ends with the Mulliken spin population.
Atoms and positions in Å:
Rb -2.37037 -3.69262 1.50092  1.0866
C -1.94262 2.08284 -0.24265  0.0021
C -0.86662 0.94529 -0.51713  -0.0055
C 0.50054 1.74672 -0.80755  0.0002
C 1.78181 0.90111 -0.80122  0.0000
C 1.74539 0.09939 0.55170  0.0107
C 0.48540 -0.80785 0.78448  -0.0312
N -0.75766 0.04087 0.64604  0.0034
O -1.97409 -0.70435 0.95792  -0.0218
C 0.62253 -1.25074 2.26904  -0.0718
C 0.67251 -2.01440 -0.14879  -0.0478
C -1.32722 0.15465 -1.83503  -0.0045
H -1.84737 2.41541 0.79099  -0.0001
H -2.94390 1.65487 -0.29142  0.0001
H -1.75755 2.94394 -0.88480  -0.0001
H 0.60596 2.58586 -0.11991  -0.0005
H 0.46824 2.15004 -1.81967  0.0000
H 2.68394 1.51203 -0.76908  -0.0005
H 1.90741 0.17149 -1.60121  -0.0013
H 1.78878 0.80150 1.38432  -0.0027
H 2.66956 -0.47799 0.57717  0.0022
H -0.18463 -1.97252 2.39408  0.0619
H 0.55248 -0.57641 3.12254  -0.0066
H 1.58700 -1.74063 2.40281  -0.0081
H -0.20483 -2.65456 -0.05624  0.0240
H 1.48881 -2.64318 0.20673  0.0009
H 0.87285 -1.70772 -1.17540  0.0017
H -1.42831 0.88025 -2.64211  0.0000
H -2.28899 -0.33542 -1.68363  0.0077
H -0.53920 -0.50801 -2.19282  0.0007

Results
* F_max: 2.68 eV Å⁻¹
* LUMO energy (alpha / beta): 2.5 / 2.8 eV
* HOMO (alpha / beta): -0.0156 / -0.0943 Ha
* <S²>: 0.750
* gap between HOMO and LUMO (alpha / beta): 2.887 / 5.380 eV
* charge: -1
* energy: -13815.254 eV
* ΔE to the lowest compared entry with this formula, charge and spin: 4.9 kcal per mole
* spin multiplicity: 2